# 1
A molecular structure, C39H42AsHgN2O2Si. Source: OMol25; level of theory: ωB97M-V/def2-TZVPD.

Each line ends with the Mulliken spin population.
Positions of all 88 atoms, in Å:
Hg: -0.59217 -0.09008 1.74706  0.4361
C: 6.21053 1.49498 4.75030  -0.0002
C: 5.59146 0.25540 4.73211  -0.0005
C: 4.53233 0.02236 3.86110  0.0001
C: 4.09083 1.02475 3.00607  0.0255
C: 4.71655 2.27006 3.03138  -0.0061
C: 5.77210 2.50335 3.89865  0.0006
As: 2.59068 0.65606 1.81632  0.0093
C: 3.43702 0.81739 0.07461  0.0127
C: 4.81745 0.82096 -0.09356  0.0011
C: 5.36265 0.83658 -1.37187  -0.0012
C: 4.53348 0.84668 -2.48426  0.0021
C: 3.15439 0.84112 -2.31916  -0.0036
C: 2.60577 0.82285 -1.04514  -0.0018
C: 1.69105 2.38922 1.95807  -0.0462
C: 0.95247 2.61203 3.11995  0.0046
C: 0.23773 3.78909 3.28693  0.0108
C: 0.24503 4.75146 2.28541  -0.0008
C: 0.97701 4.53468 1.12765  0.0054
C: 1.70088 3.35948 0.96513  0.0042
H: 7.03342 1.68007 5.42908  0.0000
H: 5.92819 -0.53071 5.39593  0.0000
H: 4.04806 -0.94700 3.84919  -0.0043
H: 4.37184 3.06072 2.37488  0.0010
H: 6.25288 3.47346 3.91405  -0.0001
H: 5.47346 0.81293 0.76802  0.0002
H: 6.43841 0.83888 -1.49595  -0.0002
H: 4.96061 0.85773 -3.47915  0.0002
H: 2.50055 0.84212 -3.18271  -0.0001
H: 1.52701 0.82339 -0.92061  -0.0093
H: 0.93755 1.86210 3.90448  0.0353
H: -0.33111 3.95099 4.19388  0.0004
H: -0.32309 5.66498 2.40607  -0.0001
H: 0.98096 5.27838 0.34030  0.0003
H: 2.26385 3.20145 0.05384  -0.0004
N: -0.44603 -2.69613 0.74787  0.0060
C: -0.79642 -3.71608 1.16607  -0.0080
N: -1.20345 -4.89313 1.64188  0.0039
C: -2.51800 -5.35842 1.15788  0.0002
C: -2.36216 -6.05913 -0.17943  0.0000
O: -1.42128 -7.11590 -0.08247  0.0002
C: -0.13959 -6.63760 0.28932  0.0006
C: -0.19461 -5.97031 1.65135  -0.0008
H: -3.18746 -4.50313 1.08186  -0.0006
H: -2.91003 -6.04888 1.90529  0.0002
H: -2.04228 -5.33852 -0.94354  0.0001
H: -3.30488 -6.50525 -0.49198  0.0000
H: 0.22552 -5.92240 -0.45987  -0.0002
H: 0.52673 -7.49867 0.30516  0.0000
H: 0.76909 -5.54993 1.93311  -0.0005
H: -0.50304 -6.68974 2.41066  0.0002
C: -0.45355 2.90688 -2.54286  -0.0015
C: -1.88757 2.67129 -2.04402  0.0125
C: -2.83127 2.82944 -3.24092  -0.0002
C: -2.19719 3.73138 -0.97605  0.0011
Si: -1.91036 0.95301 -1.23778  0.1122
O: -0.74017 0.97730 -0.10303  0.4203
C: -1.56979 -0.40908 -2.49233  -0.0059
C: -2.42160 -0.68688 -3.56578  0.0014
C: -2.15184 -1.71744 -4.45423  0.0004
C: -1.02065 -2.50636 -4.28182  -0.0002
C: -0.16949 -2.26113 -3.21476  -0.0009
C: -0.44600 -1.22459 -2.33044  -0.0049
C: -3.58614 0.48849 -0.48800  -0.0415
C: -4.77523 1.20468 -0.63986  0.0024
C: -5.97080 0.76212 -0.08491  0.0010
C: -6.00778 -0.41811 0.64157  0.0014
C: -4.84333 -1.15954 0.79498  -0.0133
C: -3.65850 -0.71311 0.22844  0.0227
H: -0.37819 3.89029 -3.02319  0.0000
H: -0.15929 2.15502 -3.28253  0.0010
H: 0.26151 2.87256 -1.71859  0.0031
H: -2.78656 3.85969 -3.61446  0.0005
H: -3.87595 2.61769 -2.99913  0.0000
H: -2.53911 2.17278 -4.06409  0.0001
H: -2.05948 4.73705 -1.39246  0.0003
H: -1.52642 3.62803 -0.11881  0.0007
H: -3.22236 3.66615 -0.60842  -0.0007
H: -3.32143 -0.09655 -3.71032  -0.0001
H: -2.82546 -1.90864 -5.28082  0.0000
H: -0.80928 -3.31103 -4.97534  0.0000
H: 0.71089 -2.87544 -3.06731  0.0000
H: 0.21815 -1.05562 -1.49067  -0.0104
H: -4.78380 2.13327 -1.19659  -0.0006
H: -6.87398 1.34514 -0.21826  0.0002
H: -6.93676 -0.76048 1.08019  0.0000
H: -4.86203 -2.08930 1.35208  -0.0010
H: -2.77114 -1.33365 0.32926  0.0238

Computed properties:
Expectation value of S²: 0.755
Multiplicity: 2
HOMO energy (alpha / beta), eV: -7.46 / -8.33
Gap between HOMO and LUMO (alpha / beta), Eh: 0.2943 / 0.2567

---

# 2
2 unconnected molecules or ions with the total composition C3H8NOP at a distorted geometry. Source: OMol25; level of theory: ωB97M-V/def2-TZVPD.

Each line ends with the natural charge from an NBO analysis.
Positions of all 14 atoms, in Å:
C: -2.31604 -2.19342 0.32448  -0.1820
C: 1.67285 1.75314 -0.99066  -0.2487
C: -0.42454 -0.36755 1.77761  -0.6474
N: -1.16838 -1.88238 0.14061  -0.2719
O: 0.66346 1.10501 -0.27109  -0.8035
P: 1.11710 0.23756 1.07962  0.8690
H: -2.51685 -2.98372 -0.34347  0.1906
H: -3.01201 -1.99786 1.14547  0.1797
H: 1.94900 2.75471 -0.69867  0.1725
H: 1.45844 1.86823 -2.06347  0.1896
H: 2.59083 1.19344 -0.94260  0.1675
H: -1.33625 0.09941 1.98994  0.2075
H: -0.17061 -1.01529 2.62607  0.2064
H: 1.30137 -1.04847 0.25012  -0.0293

Computed properties:
HOMO energy (alpha / beta), eV: -8.50 / -7.81
Gap between HOMO and LUMO (alpha / beta), Eh: 0.3190 / 0.2970

---

# 3
C20H30N2O2 in the gas phase. Source: OMol25; level of theory: ωB97M-V/def2-TZVPD.

Each line ends with the natural charge from an NBO analysis.
Positions of all 54 atoms, in Å:
C: 7.89276 1.84300 -0.73362  -0.4072
C: 8.36720 0.87863 0.03169  -0.1765
C: 7.54710 -0.19492 0.68490  -0.2728
N: 6.12723 0.04542 0.63227  -0.6099
C: 5.27803 -0.75161 -0.05996  0.6679
O: 5.64336 -1.76309 -0.62594  -0.6179
C: 3.85157 -0.30704 -0.03883  -0.1189
C: 3.48013 1.03630 -0.03372  -0.2691
C: 2.13943 1.36316 -0.03401  -0.1190
C: 1.15742 0.38498 -0.02886  -0.3453
C: 1.51295 -0.96080 -0.04341  0.3919
C: 2.87290 -1.28477 -0.05786  -0.2313
H: 3.16034 -2.32399 -0.08366  0.2408
O: 0.69293 -2.04025 -0.04429  -0.5093
C: -0.72752 -1.98507 -0.04157  0.1066
C: -1.33414 -1.37627 1.22499  -0.4564
C: -2.86360 -1.52055 1.15870  -0.2060
N: -3.44709 -0.92958 -0.02602  -0.4702
C: -2.86966 -1.50236 -1.22288  -0.2059
C: -1.34062 -1.35683 -1.29516  -0.4567
H: -0.95587 -1.86266 -2.18197  0.2231
H: -1.07926 -0.30178 -1.37292  0.2018
H: -3.32890 -1.03457 -2.09487  0.2074
H: -3.12678 -2.56706 -1.23482  0.1927
C: -3.53881 0.52304 -0.01442  -0.2187
H: -3.03636 0.93394 0.86780  0.1884
H: -3.04786 0.94654 -0.89697  0.1890
C: -5.00654 1.00492 -0.00164  -0.0359
C: -5.01899 2.53483 0.01075  -0.6085
H: -4.52005 2.93195 -0.87102  0.2042
H: -4.51082 2.91778 0.89356  0.2040
H: -6.04168 2.90423 0.01907  0.2106
C: -5.71430 0.47386 1.24466  -0.6158
H: -6.75147 0.80094 1.25929  0.2084
H: -5.69194 -0.61215 1.24795  0.2190
H: -5.22925 0.83803 2.14807  0.2002
C: -5.72865 0.49360 -1.24790  -0.6159
H: -6.76668 0.81826 -1.24409  0.2084
H: -5.25560 0.87427 -2.15081  0.2004
H: -5.70367 -0.59214 -1.27008  0.2191
H: -3.31784 -1.06602 2.04032  0.2072
H: -3.12064 -2.58534 1.15594  0.1927
H: -1.07233 -0.32247 1.31745  0.2016
H: -0.94505 -1.89577 2.10212  0.2219
H: -0.98745 -3.05401 -0.04912  0.1886
H: 0.12775 0.70094 -0.02250  0.2127
H: 1.84102 2.40172 -0.03857  0.2038
H: 4.22089 1.82188 -0.06192  0.2073
H: 5.77710 0.86671 1.09746  0.3985
H: 7.71623 -1.14778 0.16970  0.2536
H: 7.86629 -0.31133 1.72880  0.1998
H: 9.42793 0.80423 0.23003  0.2010
H: 8.53589 2.58073 -1.18077  0.2027
H: 6.84297 1.92633 -0.96137  0.1917

Computed properties:
HOMO energy, eV: -8.45
Structure (SMILES): C=CCNC(=O)c1cccc(OC2CCN(CC(C)(C)C)CC2)c1
Gap between HOMO and LUMO, Eh: 0.3343

---

# 4
2 unconnected molecules or ions with the total composition C9H14 at a distorted geometry. Source: OMol25; level of theory: ωB97M-V/def2-TZVPD.

Each line ends with the natural charge from an NBO analysis.
Positions of all 23 atoms, in Å:
C: -0.77895 0.42078 -2.25501  -0.6180
C: -1.05757 1.33227 -3.44401  -0.6093
H: -0.46445 0.86802 -1.31911  0.2162
H: -1.62260 -0.26497 -2.14917  0.2023
H: 0.06052 -0.26627 -2.45501  0.2000
H: -0.19192 1.68742 -3.99055  0.2046
H: -1.74706 0.83010 -4.12106  0.2027
H: -1.60356 2.21908 -3.10759  0.2013
C: -0.08941 -2.50470 0.92248  -0.6330
C: 1.05719 1.45236 2.15327  -0.2264
C: 2.00864 0.56615 1.67389  -0.1996
C: -0.27839 1.05947 2.16865  -0.2008
C: 1.63448 -0.70978 1.27293  -0.2269
C: -0.67616 -0.16542 1.66576  -0.2234
C: 0.29848 -1.09311 1.27768  0.0037
H: 1.31275 2.43933 2.50539  0.2132
H: 3.02909 0.90122 1.56259  0.2112
H: -1.00109 1.79280 2.50305  0.2102
H: 2.38909 -1.39581 0.90453  0.2086
H: -1.70102 -0.52711 1.70636  0.2114
H: -0.65343 -2.97852 1.73375  0.2182
H: 0.79691 -3.10712 0.75529  0.2138
H: -0.72157 -2.55621 0.03587  0.2200

Computed properties:
HOMO energy, eV: -9.04
Structure (SMILES): Cc1ccccc1.CC
Gap between HOMO and LUMO, Eh: 0.3693

---

# 5
A molecular structure, FeH12O6. Source: OMol25; level of theory: ωB97M-V/def2-TZVPD.

Each line ends with the natural charge from an NBO analysis.
Positions of all 19 atoms, in Å:
Fe: -0.00684 -0.05380 0.04625  1.6197
O: -0.66183 1.86817 -0.71738  -0.9923
H: -0.17753 2.60397 -1.11599  0.5279
H: -1.59714 2.10256 -0.80123  0.5258
O: 1.97923 0.74773 0.41974  -0.9902
H: 2.68499 0.50080 1.03434  0.5298
H: 2.38470 1.38351 -0.18522  0.5183
O: -0.59370 0.55896 2.00187  -0.9907
H: -1.30937 1.20203 2.11098  0.5236
H: -0.06067 0.63315 2.80651  0.5335
O: 0.52501 -2.00400 0.60567  -0.9901
H: 1.43945 -2.30471 0.70674  0.5278
H: -0.02782 -2.79004 0.71950  0.5342
O: -1.99608 -0.72483 -0.20413  -0.9980
H: -2.56993 -0.94800 0.54437  0.5286
H: -2.48277 -0.99055 -0.99805  0.5316
O: 0.69822 -0.53233 -1.95818  -0.9899
H: 0.30783 -1.11753 -2.62259  0.5278
H: 1.46427 -0.13510 -2.39321  0.5224

Computed properties:
Charge: +2
Expectation value of S²: 6.005
Multiplicity: 5
HOMO energy (alpha / beta), eV: -19.20 / -17.39
Gap between HOMO and LUMO (alpha / beta), Eh: 0.4480 / 0.3777

---

# 6
C4H10N2O in the gas phase. Source: OMol25; level of theory: ωB97M-V/def2-TZVPD.

Each line ends with the natural charge from an NBO analysis.
Positions of all 17 atoms, in Å:
C: 2.45156 -1.11934 -0.20996  -0.2538
N: 1.24317 1.18560 -0.37220  -0.8053
C: 0.49387 0.16008 -0.24483  0.7076
O: 1.02862 -1.07757 -0.21580  -0.5153
N: -0.88722 0.11785 -0.16605  -0.4496
C: -1.56760 -0.97654 0.50569  -0.4043
C: -1.56209 1.39547 -0.11077  -0.4145
H: 2.82986 -0.82830 0.77556  0.1839
H: 2.71115 -2.15445 -0.43154  0.1873
H: 2.86050 -0.43560 -0.95639  0.2092
H: 0.71736 2.05102 -0.34956  0.3473
H: -1.61959 -0.82845 1.59625  0.1782
H: -1.05631 -1.91546 0.30106  0.2314
H: -2.59030 -1.03954 0.11824  0.1967
H: -1.29583 2.00260 -0.98256  0.2076
H: -2.64130 1.22376 -0.13898  0.2095
H: -1.32299 1.96551 0.80238  0.1840

Computed properties:
HOMO energy, eV: -8.80
Structure (SMILES): [H]/N=C(/OC)N(C)C
Gap between HOMO and LUMO, Eh: 0.3574

---

# 7
A molecular structure, C22H42CaF6O21P at a distorted geometry. Source: OMol25; level of theory: ωB97M-V/def2-TZVPD.

Each line ends with the Löwdin charge.
Positions of all 93 atoms, in Å:
Ca: -13.85363 -16.83520 9.34552  1.5193
P: -11.49733 -17.58646 6.83628  0.2013
F: -11.33706 -16.38869 7.93042  -0.1738
F: -12.63969 -18.16869 7.80149  -0.2241
F: -12.59830 -16.72473 6.01456  -0.1574
F: -11.66864 -18.74820 5.67565  -0.1625
F: -10.40759 -16.91360 5.92048  -0.1242
F: -10.32033 -18.52298 7.58321  -0.1748
C: -18.59716 -12.29074 9.62317  -0.0289
C: -18.53655 -13.62206 10.30454  -0.2482
C: -19.29507 -14.78480 9.58031  -0.0761
O: -18.29751 -15.57081 9.06516  0.1145
C: -17.12087 -15.21875 9.49233  -0.5356
O: -16.13102 -15.93808 9.40527  0.0413
O: -17.17418 -14.09034 10.18196  0.0788
H: -19.53929 -11.77693 9.43212  0.0981
H: -18.28148 -12.37145 8.58300  0.0925
H: -17.92192 -11.60157 10.13030  0.0794
H: -18.72637 -13.50099 11.37104  0.1548
H: -19.91992 -14.44434 8.75462  0.1439
H: -19.88254 -15.35941 10.29642  0.1408
C: -12.18461 -13.22145 6.44855  0.0022
O: -13.14906 -12.88393 7.41546  -0.0120
C: -14.01880 -13.69748 7.96762  -0.4215
O: -13.90545 -14.95976 8.09604  -0.0690
O: -15.23107 -12.97809 8.27226  -0.0438
C: -15.22595 -11.50819 8.33810  -0.0108
H: -11.47497 -12.40509 6.31417  0.1042
H: -12.69403 -13.33797 5.49198  0.1122
H: -11.59756 -14.09605 6.72884  0.0925
H: -15.28469 -10.96003 7.39780  0.0990
H: -14.32992 -11.17291 8.86039  0.0918
H: -16.08563 -11.21931 8.94277  0.0688
C: -15.31503 -12.66079 12.60264  -0.0269
O: -14.83790 -13.92302 12.06812  -0.0109
C: -13.68506 -14.02756 11.29205  -0.5600
O: -13.39291 -15.00424 10.76132  0.0805
O: -13.01191 -12.85350 11.31497  -0.0127
C: -11.73410 -12.88463 10.68976  -0.0084
H: -14.72201 -12.25522 13.42236  0.0971
H: -16.33640 -12.82685 12.94519  0.0923
H: -15.38421 -11.89731 11.82778  0.0866
H: -11.62261 -11.80200 10.62996  0.1075
H: -11.77014 -13.32962 9.69538  0.0920
H: -10.96104 -13.27849 11.34958  0.1077
C: -13.23164 -17.22991 13.92463  0.0578
O: -14.52770 -17.91835 13.62216  0.0474
C: -14.99268 -18.10768 12.42769  -0.5398
O: -14.65512 -17.46809 11.46027  -0.0060
O: -16.09693 -18.92336 12.48135  0.0205
C: -17.05095 -18.91401 11.48268  -0.0635
H: -12.85755 -16.66363 13.07171  0.0858
H: -12.58752 -18.08447 14.13179  0.0837
H: -13.21556 -16.65724 14.85194  0.0996
H: -17.25327 -19.92261 11.12227  0.0833
H: -16.71738 -18.29078 10.65298  0.0818
H: -18.00503 -18.64254 11.93449  0.1035
C: -15.80946 -22.42113 10.49974  -0.0493
O: -15.53382 -21.08966 10.29223  -0.0470
C: -14.62379 -20.46830 9.50126  -0.4734
O: -14.53451 -19.20923 9.39279  -0.0111
O: -13.76332 -21.33527 9.04030  0.0437
C: -12.53704 -21.06678 8.36537  -0.0143
H: -16.11923 -22.80856 9.52916  0.1030
H: -16.71007 -22.40338 11.11349  0.1042
H: -15.00450 -23.06275 10.85817  0.1064
H: -12.67945 -20.64680 7.36966  0.0928
H: -12.03057 -21.99898 8.11522  0.1012
H: -11.70582 -20.48864 8.76903  0.0879
C: -9.57677 -17.09519 10.53414  -0.0305
O: -10.11008 -18.11464 11.31775  0.0721
C: -11.30513 -18.42954 11.01248  -0.5693
O: -12.07600 -17.85040 10.29386  -0.0112
O: -11.75314 -19.45054 11.82579  -0.0198
C: -10.97670 -20.31893 12.61693  -0.0447
H: -8.63665 -16.88475 11.04403  0.1118
H: -10.15568 -16.18699 10.36641  0.0918
H: -9.41394 -17.30632 9.47725  0.0936
H: -11.47253 -21.28890 12.65435  0.0993
H: -10.82878 -19.94300 13.62930  0.0938
H: -10.00484 -20.51013 12.16194  0.1009
C: -17.23948 -19.54397 7.42925  -0.0349
O: -17.24645 -18.49649 6.53393  0.0252
C: -16.35432 -17.53170 6.47042  -0.4858
O: -15.43046 -17.39711 7.34392  -0.0094
O: -16.69430 -16.59333 5.59647  0.0274
C: -16.04842 -15.30479 5.51213  0.0055
H: -18.24810 -19.95350 7.48470  0.1071
H: -16.87519 -19.16559 8.38434  0.0797
H: -16.62477 -20.34548 7.01960  0.1107
H: -16.42669 -14.71443 4.67758  0.1023
H: -14.96040 -15.35527 5.55408  0.0886
H: -16.37285 -14.76079 6.39921  0.0807

Computed properties:
Charge: +1
HOMO energy, eV: -12.48
Gap between HOMO and LUMO, Eh: 0.3934

---

# 8
C5H10O2 in the gas phase. Source: OMol25; level of theory: ωB97M-V/def2-TZVPD.

Each line ends with the natural charge from an NBO analysis.
Positions of all 17 atoms, in Å:
C: -2.08782 0.45257 -1.66368  -0.2467
O: -0.74297 0.21794 -1.33287  -0.5423
C: -0.50318 0.31088 0.05010  -0.0507
C: 0.97082 0.01946 0.30246  -0.3564
C: 1.36729 0.22113 1.76185  -0.6071
C: 1.33190 -1.37628 -0.17961  0.4476
O: 2.27080 -2.00808 0.24657  -0.5227
H: -2.75835 -0.25959 -1.15807  0.1658
H: -2.18366 0.32738 -2.74447  0.1970
H: -2.39662 1.47362 -1.39088  0.1662
H: -1.13697 -0.40908 0.60057  0.1625
H: -0.75855 1.31780 0.42253  0.1727
H: 1.54335 0.70937 -0.33648  0.2344
H: 2.40222 -0.09225 1.91592  0.2386
H: 1.26697 1.27058 2.05676  0.2108
H: 0.73494 -0.38326 2.42322  0.2078
H: 0.67982 -1.79220 -0.97391  0.1226

Computed properties:
HOMO energy, eV: -9.59
Structure (SMILES): COC[C@@H](C)C=O
Gap between HOMO and LUMO, Eh: 0.3828

---

The energy relative to the best compared isomer or geometry (same formula, charge and spin) results, record by record, are as follows: 3.3; 111.9; 53.0; 6.3; 1.7; 36.2; 0.0; 40.8 kcal per mole.
The calculated total energy results, record by record, are as follows: -4450.0011; -590.2750; -1040.0794; -351.3201; -1721.8297; -343.1438; -4061.8267; -346.9604 a.u..